Record 1
The following is a quantum chemistry calculation of C26H51F4GeN5SbSi3Ta as an isolated structure, from the OMol25 dataset.

## Properties
net charge	+3
spin multiplicity	2
⟨S²⟩	0.7572
E_LUMO (spin up / spin down)	-10.4 / -10.2	eV
HOMO level (spin up / spin down)	-16.7 / -17.0	eV
orbital gap (spin up / spin down)	6.34 / 6.75	eV

Last column: Löwdin charge in e.
Geometry (Å):
Ta (0.06185, 0.11843, 0.04734)  1.5506
C (-3.30544, -2.22431, -0.12223)  -0.0504
C (-2.52560, -1.76781, 1.09378)  -0.1905
N (-1.99698, -0.34628, 1.06641)  -0.2570
C (-3.15350, 0.59017, 0.82564)  -0.2200
C (-3.43808, 0.89402, -0.64199)  -0.0826
C (-1.43468, -0.04226, 2.41361)  -0.1921
C (-0.19000, -0.89947, 2.70580)  -0.1563
N (0.47998, -1.24245, 1.41579)  -0.2175
C (0.80722, -2.60174, 1.22393)  -0.2258
C (0.39797, -3.20979, 0.04116)  -0.2031
F (-0.27936, -2.42242, -0.85591)  -0.0350
C (0.64020, -4.53620, -0.23818)  -0.2083
F (0.22267, -5.04231, -1.38899)  0.1438
C (1.32070, -5.31235, 0.68487)  0.1320
C (1.73473, -4.72962, 1.86762)  -0.1856
F (2.39139, -5.43900, 2.76271)  0.1655
C (1.48673, -3.38836, 2.14090)  -0.1491
F (1.91108, -2.84172, 3.27756)  0.1412
H (-4.23644, -1.67566, -0.24988)  0.0850
H (-3.57964, -3.26714, 0.03757)  0.1062
H (-2.73190, -2.17111, -1.04850)  0.0752
H (-1.68733, -2.43204, 1.28241)  0.0991
H (-3.17685, -1.82167, 1.97223)  0.1430
H (-2.95946, 1.50713, 1.38605)  0.0660
H (-4.03005, 0.13928, 1.29477)  0.1383
H (-3.13886, 0.07716, -1.29246)  0.0608
H (-2.93048, 1.79918, -0.98654)  0.0254
H (-4.50553, 1.05161, -0.78635)  0.1012
H (-2.18882, -0.17813, 3.19325)  0.1573
H (-1.17755, 1.02699, 2.41922)  0.0602
H (-0.41603, -1.82421, 3.23316)  0.1399
H (0.48815, -0.34263, 3.35176)  0.1075
H (1.52628, -6.35666, 0.48738)  0.1643
C (1.09497, 4.09072, -2.38432)  -0.2098
Si (-0.57923, 4.69715, -1.80418)  0.3572
C (-2.01110, 4.23776, -2.90982)  -0.2041
C (-0.49551, 6.54361, -1.57543)  -0.1912
Ge (-1.16668, 3.71205, 0.40271)  0.8450
Si (-3.23148, 4.68439, 1.44292)  0.3754
C (-4.73427, 4.08991, 0.52233)  -0.1944
C (-3.20563, 4.17603, 3.23658)  -0.2022
C (-3.02466, 6.52373, 1.22612)  -0.1913
Si (0.74339, 3.45410, 1.96415)  0.3708
C (0.57076, 2.66613, 3.63042)  -0.1814
C (2.35413, 3.05227, 1.13370)  -0.2132
C (0.36524, 5.29708, 1.99778)  -0.2217
H (1.14861, 4.11110, -3.47690)  0.0445
H (1.35815, 3.08895, -2.04339)  -0.0201
H (1.86543, 4.77645, -2.02332)  0.0478
H (-1.75520, 4.48452, -3.94468)  0.0551
H (-2.88787, 4.83582, -2.65027)  0.0432
H (-2.30460, 3.18683, -2.88491)  0.0062
H (-0.32714, 6.97275, -2.56931)  0.0647
H (0.34930, 6.85878, -0.96069)  0.0400
H (-1.40979, 6.98973, -1.18476)  0.0279
H (-5.08125, 3.11379, 0.86018)  0.0322
H (-4.59518, 4.06864, -0.55934)  0.0318
H (-5.54032, 4.80161, 0.72578)  0.0604
H (-3.37502, 3.10643, 3.37817)  0.0285
H (-3.99887, 4.69899, 3.77819)  0.0585
H (-2.26420, 4.44513, 3.72038)  0.0220
H (-3.35823, 6.84227, 0.23700)  0.0437
H (-2.02193, 6.91258, 1.39770)  0.0263
H (-3.68392, 7.00368, 1.95673)  0.0620
H (1.00651, 1.66553, 3.63787)  0.0240
H (-0.44432, 2.63547, 4.02617)  0.0391
H (1.16678, 3.26254, 4.33037)  0.0689
H (2.49748, 1.96986, 1.06220)  -0.0018
H (3.18311, 3.43618, 1.73777)  0.0663
H (2.43402, 3.49135, 0.13827)  0.0244
H (-0.43003, 5.55634, 2.69508)  0.0400
H (0.20286, 5.80572, 1.04352)  0.0071
H (1.30180, 5.71798, 2.38912)  0.0875
N (0.24916, 2.47302, -6.02233)  0.2224
C (-0.15624, 1.88125, -5.12282)  -0.2701
N (-0.62902, 1.19765, -4.08917)  0.2080
C (-0.50950, 1.07987, -2.90563)  -0.3067
N (-0.48869, 0.90449, -1.69560)  -0.1242
C (2.05294, -1.59889, -3.49159)  -0.2301
Sb (2.26432, -0.81106, -1.54163)  1.3408
C (3.62230, -2.10719, -0.56504)  -0.2443
C (3.49588, 0.88755, -1.88682)  -0.2624
H (3.07310, -1.71760, -3.85604)  0.0407
H (1.51609, -0.90747, -4.13616)  0.0097
H (1.55030, -2.56285, -3.47415)  0.0284
H (4.58856, -1.99932, -1.05570)  0.0373
H (3.29699, -3.14374, -0.63048)  0.0216
H (3.70879, -1.81464, 0.47993)  0.0264
H (4.47350, 0.52661, -2.20536)  0.0369
H (3.61490, 1.47274, -0.97972)  -0.0072
H (3.08061, 1.51418, -2.67492)  0.0141

Force components x, y, z for each atom (eV/Å):
-1.7 0.2 0.5
0.0 0.0 -0.1
0.0 0.1 0.0
0.1 0.2 -0.2
0.0 0.0 -0.1
0.0 0.1 0.0
0.2 0.0 0.0
0.2 -0.1 0.0
0.3 0.0 -0.1
0.1 -0.1 -0.1
0.0 0.1 0.0
0.0 -0.2 -0.1
0.1 -0.1 0.0
0.0 0.0 0.0
0.0 0.0 0.0
0.0 0.0 0.0
0.0 0.0 0.0
0.0 0.1 0.0
0.0 0.0 0.0
0.0 0.0 0.0
0.0 0.0 0.0
0.0 0.0 0.1
0.0 0.0 0.0
0.0 0.0 0.0
0.1 0.1 -0.1
0.0 0.0 0.0
0.0 0.0 0.0
0.0 0.0 0.0
0.0 0.0 0.0
0.0 0.0 0.0
0.0 0.0 0.0
-0.3 0.0 -0.1
0.0 -0.1 0.0
0.0 0.0 0.0
0.0 0.0 0.0
0.0 0.0 0.0
0.0 -0.1 0.0
0.0 0.0 0.0
0.2 0.5 0.0
0.0 0.0 0.1
0.0 -0.1 0.0
0.1 0.0 0.0
0.1 0.0 -0.1
-0.2 -0.4 -0.3
0.1 0.0 0.1
0.1 0.0 0.0
0.0 0.0 0.0
0.0 0.0 0.0
0.0 -0.1 0.0
0.0 0.0 0.0
0.0 0.0 0.0
0.0 0.0 0.0
0.0 0.0 0.0
0.0 0.0 0.0
0.0 0.0 0.0
0.0 0.0 0.0
0.0 -0.1 0.0
0.0 0.0 0.0
0.0 0.0 0.0
0.0 0.0 0.0
0.0 0.0 0.0
0.0 0.0 0.0
0.0 0.0 0.0
0.0 0.0 0.0
0.0 0.0 0.0
0.0 0.0 0.0
0.0 0.0 0.0
0.0 0.0 0.0
0.0 0.0 0.0
0.0 0.0 0.0
0.0 0.0 0.0
0.0 0.0 0.0
0.0 0.1 0.0
0.0 0.0 -0.1
0.0 0.0 0.1
0.0 0.0 0.0
0.0 0.0 -0.1
-0.1 0.0 0.2
0.3 -0.2 0.0
-0.1 0.0 0.1
0.8 0.0 0.1
0.0 0.0 0.0
0.0 0.0 -0.1
0.0 0.0 0.0
0.0 0.0 0.0
0.0 0.0 0.0
0.0 0.0 0.0
0.0 0.0 0.0
0.0 0.0 0.0
0.0 0.0 0.0
0.0 0.0 0.0
0.0 0.0 0.0

Record 2
The following is a quantum chemistry calculation of C4H10N2O2 as an isolated structure, from the OMol25 dataset.

## Properties
E_LUMO	-0.9	eV
HOMO level	-8.8	eV
orbital gap	7.90	eV

Last column: Löwdin charge in e.
Geometry (Å):
C (1.26678, 1.72116, 0.89093)  -0.1812
O (0.15825, 1.62801, 0.04000)  -0.2724
N (-1.19731, 0.82373, 0.83929)  0.0860
O (-2.21820, 1.22598, 0.45015)  0.1103
H (0.96245, 1.75205, 1.94555)  0.0731
H (1.81044, 2.63833, 0.64305)  0.0793
H (1.91932, 0.85208, 0.74397)  0.0641
C (0.13508, -0.08149, -2.11452)  -0.1189
C (-0.35365, -1.82532, 1.13159)  -0.0794
C (-0.64350, -1.01332, -0.09210)  -0.3177
N (0.35606, -0.44459, -0.73875)  -0.0276
H (-1.58199, -1.22095, -0.61762)  0.1224
H (1.05636, 0.33513, -2.51702)  0.0760
H (-0.65648, 0.66568, -2.23737)  0.0820
H (-0.16394, -0.96253, -2.69574)  0.0835
H (-0.15718, -2.86590, 0.86609)  0.0770
H (0.51553, -1.42635, 1.65213)  0.0745
H (-1.20801, -1.80170, 1.81036)  0.0689

Force components x, y, z for each atom (eV/Å):
-0.3 -0.5 0.1
-2.0 1.5 0.9
-1.1 2.3 -1.0
3.2 -0.7 0.6
0.1 0.1 0.0
-0.1 0.0 0.1
0.1 0.1 0.1
-0.2 0.2 -0.2
-0.3 0.4 0.4
2.8 -0.9 -2.4
-2.1 -2.7 1.3
-0.2 0.2 0.1
-0.1 0.0 -0.1
0.0 0.0 0.1
0.2 0.1 0.0
0.0 0.0 -0.1
0.0 0.0 0.0
0.0 -0.1 0.1

Record 3
The following is a quantum chemistry calculation of C19H21ClN2O2 in the gas phase, from the OMol25 dataset.

## Properties
E_LUMO	0.6	eV
HOMO level	-7.9	eV
orbital gap	8.42	eV
SMILES	COc1ccccc1CC(=O)N1CCN(c2cccc(Cl)c2)CC1

Last column: Löwdin charge in e.
Geometry (Å):
C (-4.05358, -2.70384, 1.01298)  -0.0816
H (-3.41830, -3.55457, 1.25612)  0.0944
O (-3.18823, -1.59976, 0.92000)  -0.1199
C (-3.72715, -0.35945, 0.67390)  -0.2292
C (-5.07341, -0.13609, 0.41760)  -0.0233
C (-5.53046, 1.14522, 0.15707)  -0.0852
C (-4.65266, 2.21211, 0.14934)  -0.0837
C (-3.31197, 1.99199, 0.41259)  -0.0204
C (-2.83174, 0.71923, 0.67695)  -0.1455
C (-1.36892, 0.52613, 0.98047)  -0.0282
C (-0.50674, 1.08644, -0.14242)  -0.4500
O (0.06777, 2.15159, -0.02916)  0.0609
N (-0.45526, 0.37449, -1.29581)  -0.0430
C (-0.93841, -0.96918, -1.49181)  -0.1030
H (-1.28634, -1.04336, -2.52749)  0.1298
C (0.21830, -1.96811, -1.23489)  -0.1184
N (1.49338, -1.32337, -1.47973)  -0.0976
C (2.36389, -1.08357, -0.43081)  -0.2185
C (3.14670, 0.07239, -0.36059)  -0.0491
C (4.04638, 0.23937, 0.67493)  -0.6691
C (4.20020, -0.70695, 1.67229)  -0.1271
C (3.43070, -1.85570, 1.60014)  -0.0850
C (2.53724, -2.05141, 0.56771)  -0.0330
H (1.98632, -2.97812, 0.52353)  0.1038
H (3.54043, -2.61713, 2.35792)  0.1051
H (4.90222, -0.55186, 2.47476)  0.0989
Cl (4.99586, 1.68481, 0.72154)  0.6745
H (3.05603, 0.85933, -1.08916)  0.0963
C (1.42474, -0.42800, -2.61105)  -0.1318
H (2.42577, -0.09372, -2.88060)  0.1212
C (0.49275, 0.76974, -2.31981)  -0.1063
H (-0.04283, 1.07141, -3.22702)  0.1267
H (1.03896, 1.63151, -1.93245)  0.1107
H (1.03227, -1.01166, -3.45082)  0.1222
H (0.17758, -2.30599, -0.20050)  0.1058
H (0.11004, -2.84050, -1.89169)  0.1242
H (-1.77706, -1.18596, -0.83772)  0.1008
H (-1.14785, -0.52241, 1.16978)  0.1135
H (-1.11213, 1.10300, 1.87217)  0.1375
H (-2.61414, 2.81585, 0.41641)  0.1218
H (-5.00846, 3.21015, -0.05451)  0.1016
H (-6.58070, 1.30066, -0.03957)  0.1031
H (-5.77721, -0.95340, 0.41839)  0.1012
H (-4.79444, -2.56824, 1.80649)  0.0981
H (-4.56553, -2.89625, 0.06424)  0.0966

Force components x, y, z for each atom (eV/Å):
-0.1 -0.2 0.0
-0.1 0.0 0.0
0.1 0.5 0.0
0.1 0.1 0.0
0.0 -0.3 0.0
0.0 0.1 0.0
-0.1 0.1 0.0
-0.1 -0.1 0.0
-0.1 -0.3 0.0
0.1 0.1 0.0
-0.2 -0.1 0.3
0.1 0.3 0.2
0.1 0.0 -0.4
0.0 -0.2 0.1
0.0 0.0 0.1
-0.2 -0.1 -0.1
-0.1 0.0 -0.2
0.3 0.0 0.2
-0.1 0.0 -0.1
-0.1 -0.3 0.1
0.1 0.1 0.0
0.0 0.1 0.0
-0.1 0.0 0.0
0.0 -0.1 0.0
0.0 -0.1 0.1
0.1 0.0 0.1
0.1 0.2 0.0
0.0 0.1 -0.1
0.0 0.0 0.0
-0.1 0.0 -0.1
0.1 0.3 0.0
0.1 0.0 0.0
-0.1 -0.1 -0.1
0.1 0.1 0.0
0.0 0.0 -0.1
-0.1 0.0 0.1
0.0 0.0 -0.1
0.0 0.0 0.0
0.1 -0.1 -0.1
0.1 0.1 0.0
0.0 0.1 0.0
-0.1 0.0 0.0
0.0 -0.1 0.0
0.0 0.0 0.0
0.0 0.0 0.1